82
Properties=species:S:1:pos:R:3:forces:R:3:mulliken_charge:R:1 method="wB97M-V/def2-TZVPD" s_squared=3.803 spin_multiplicity=4 gap_ha="0.174 / 0.240" homo_energy_ha="-0.1836 / -0.2621"
Tc 0.76711 -0.38762 -0.85636 0.43 -0.63 1.06 0.314
O 1.86280 0.78865 -1.82121 0.77 -0.27 -0.24 -0.738
C 1.54707 1.92182 -2.43123 -0.02 0.71 0.22 0.768
C 2.60891 2.74100 -2.76525 -0.36 0.85 -0.51 -0.413
C 2.38615 3.99914 -3.28926 0.23 0.98 -0.49 -0.429
C 1.08128 4.46787 -3.51768 1.18 0.60 0.91 -0.922
C 0.05692 3.62354 -3.21391 -2.28 -0.18 -1.10 -0.961
C 0.20310 2.31865 -2.69273 1.99 0.24 -0.43 1.140
C -0.87027 1.44632 -2.53762 -1.16 0.77 0.22 -1.754
N -0.85780 0.38290 -1.71771 -0.28 -0.37 -0.30 2.025
N -2.00266 -0.24018 -1.52122 -1.00 1.21 -0.90 -1.248
C -2.13510 -1.22079 -0.73779 0.74 0.20 -0.07 0.477
O -0.81249 -1.62897 -0.14914 -1.78 -0.96 1.01 0.564
C -3.45925 -1.77124 -0.41362 -0.22 0.28 0.63 -0.513
C -3.64161 -3.14081 -0.32451 0.40 -0.51 0.19 0.063
C -4.80888 -3.70284 0.14043 -1.00 0.70 -0.08 -0.834
C -5.89868 -2.86269 0.32240 0.29 -0.49 0.47 -0.454
C -5.77768 -1.49519 0.14659 -1.57 0.89 0.05 -0.662
C -4.58315 -0.91307 -0.15321 2.05 -1.47 -0.80 -0.759
H 3.61963 2.43187 -2.62162 0.43 -0.46 0.26 0.540
H 3.23771 4.64490 -3.54565 -0.36 -0.32 0.23 0.357
H 0.91050 5.54189 -3.70180 0.00 -0.81 -0.47 0.326
H -0.96193 3.91280 -3.57719 0.73 -0.16 0.80 0.265
H -1.82604 1.86712 -2.79771 -0.52 -0.30 -0.17 0.333
H -2.85608 -3.81290 -0.60111 0.54 -0.12 -0.01 0.508
H -4.91673 -4.75585 0.34210 0.14 -0.18 -0.21 0.444
H -6.81915 -3.27998 0.67775 -0.45 -0.09 -0.01 0.405
H -6.68002 -0.85023 0.23819 0.75 -0.55 0.09 0.320
H -4.42493 0.12644 -0.27866 -0.12 0.78 0.01 0.722
Br 4.32792 -3.08853 1.47997 0.54 -0.16 0.67 -0.147
C 3.77624 -3.26317 -0.28453 -0.06 0.02 -0.02 -0.255
C 4.35190 -4.18309 -1.16159 2.04 -0.83 0.44 -0.181
C 3.92771 -4.34617 -2.44799 -0.61 0.08 0.98 -0.400
Br 4.80952 -5.53113 -3.61399 -0.05 -0.02 -0.03 -0.222
C 2.75841 -3.64257 -2.80506 -0.40 0.32 -2.64 0.632
C 2.16533 -3.72991 -4.12609 -0.36 1.50 0.85 -0.722
C 1.11633 -2.87335 -4.43963 0.72 -1.60 -1.41 -1.139
C 0.62954 -1.96945 -3.52013 -0.37 0.68 0.31 -0.216
N 1.15315 -1.84979 -2.33133 1.02 -0.61 0.61 0.446
C 2.23537 -2.64450 -1.96909 -0.64 -0.04 -0.05 0.093
C 2.76060 -2.42590 -0.65659 -0.85 -0.13 -0.86 0.231
O 2.20313 -1.53533 0.09516 -0.02 0.44 0.55 0.182
H 5.26136 -4.73394 -0.80415 -1.05 0.49 -0.36 0.341
H 2.62685 -4.31858 -4.90391 -0.11 -0.35 0.13 0.342
H 0.66916 -2.88474 -5.44752 0.33 -0.04 0.62 0.387
H -0.16022 -1.27371 -3.79225 -0.01 -0.10 0.19 0.490
C 2.92098 5.07044 1.51661 -0.22 -1.61 -0.70 -0.669
C 3.42636 3.95577 0.80596 -1.30 -0.52 1.26 -0.725
C 2.64417 2.79761 0.72124 0.05 -0.01 -1.44 -0.141
C 1.35898 2.76895 1.25617 -0.01 -0.11 0.52 0.452
C 0.84462 3.84398 1.94127 2.02 1.90 -0.43 -0.788
C 1.64248 5.02947 2.03413 -1.23 -0.79 0.59 -0.730
As 0.42049 1.10650 1.17165 1.58 -0.79 -2.20 2.469
C 0.68933 0.18804 2.80313 -0.76 0.53 0.20 -0.191
C 1.79370 -0.48698 3.23407 1.83 -0.15 0.72 -0.385
C 1.82883 -1.02952 4.53360 -1.36 1.04 -1.43 -0.865
C 0.72686 -0.85078 5.34803 -0.35 0.15 -0.71 -0.860
C -0.42744 -0.20446 4.88001 0.43 0.26 -1.13 -0.741
C -0.48488 0.30252 3.57396 0.76 -1.27 0.25 0.595
C -1.65997 0.80248 2.82089 0.62 0.71 -0.77 0.062
C -2.95324 0.80924 3.27309 -0.99 0.81 -0.47 -0.569
C -3.96684 1.43290 2.54326 0.69 0.47 -1.62 -0.904
C -3.65427 2.01479 1.28858 -0.61 0.03 0.27 -0.511
C -2.35458 1.98526 0.78079 0.19 0.00 0.52 -0.455
C -1.36673 1.35701 1.54267 -1.62 0.43 1.32 -0.076
H 3.53153 5.91739 1.65348 0.58 0.96 0.08 0.460
H 4.43249 3.89723 0.46708 0.58 0.33 -0.46 0.467
H 2.90155 1.94308 0.04848 0.29 0.73 0.89 0.145
H -0.10867 3.87070 2.38563 -1.11 -0.26 0.42 0.495
H 1.21038 5.86851 2.60541 0.44 -0.37 -0.45 0.359
H 2.74273 -0.53795 2.66742 -0.91 -0.02 -0.06 0.358
H 2.69449 -1.54757 4.82693 0.87 -0.58 0.59 0.522
H 0.76986 -1.28199 6.31426 -0.23 -0.13 0.94 0.429
H -1.29413 -0.04337 5.46407 -0.63 -0.23 0.93 0.470
H -3.15957 0.39868 4.21579 -0.40 -0.55 1.20 0.544
H -5.00402 1.53440 2.83806 0.17 -0.36 0.45 0.415
H -4.47531 2.48385 0.70124 0.78 -0.29 0.52 0.309
H -2.08226 2.51073 -0.13675 -0.19 -0.35 0.10 0.361
Cl -0.35497 -4.20758 0.17262 -0.27 0.65 0.52 -0.215
C -0.84338 -2.57783 0.88468 0.50 -0.22 0.12 -0.625
H -0.07779 -2.35085 1.66464 -0.60 -0.08 -0.78 0.091
H -1.87282 -2.62935 1.28520 0.76 -0.28 -0.12 0.701

14
Properties=species:S:1:pos:R:3:forces:R:3:nbo_charge:R:1 method="wB97M-V/def2-TZVPD" spin_multiplicity=1 gap_ha=0.348 homo_energy_ha=-0.3197 de_lowest_kj_mol=609.87
C -2.55521 -0.13693 0.31624 -1.72 -0.39 -0.21 -0.475
C -1.75337 -0.92241 -0.35808 4.37 -0.10 0.70 -0.277
C 0.40703 -1.15592 0.01006 -4.99 -3.54 -1.40 0.714
C 2.42377 0.08705 0.11874 0.66 4.62 -1.64 -0.440
N 1.01250 -0.02885 0.04559 -0.95 2.54 -1.58 -0.190
O 0.78212 -2.30729 -0.00444 0.01 1.53 0.55 -0.589
O 0.32166 1.13567 -0.49215 1.48 0.25 1.18 -0.557
H -3.67904 -0.22071 0.06524 1.74 0.45 0.67 0.211
H -2.19490 0.49674 1.14170 -0.40 -0.22 -0.58 0.225
H -1.83811 -1.64480 -1.14545 -0.66 -0.14 -0.14 0.200
H 2.67256 0.50741 1.07507 0.65 -0.17 0.38 0.215
H 2.98705 -0.68988 -0.23229 0.77 -3.04 0.07 0.238
H 2.83903 0.81455 -0.70421 -1.34 -0.55 1.58 0.225
H -0.41606 0.94551 -1.10061 0.39 -1.25 0.45 0.501

56
Properties=species:S:1:pos:R:3:forces:R:3:nbo_charge:R:1 method="wB97M-V/def2-TZVPD" smiles="COC(=O)C1=CN(Cc2ccc(OC)c(OC)c2)C=C(C(=O)OC)C1c1ccc(F)cc1" spin_multiplicity=1 gap_ha=0.303 homo_energy_ha=-0.2925 de_lowest_kj_mol=13.38
C -5.05225 -0.80842 2.65679 -0.15 -0.09 0.40 -0.257
H -5.43910 -0.06974 3.36223 0.00 -0.10 -0.06 0.196
H -5.85462 -1.21041 2.04334 0.04 0.01 0.01 0.193
H -4.56570 -1.60768 3.22012 -0.06 0.05 -0.04 0.192
O -4.13209 -0.20591 1.76332 0.25 0.23 -0.31 -0.512
C -3.09968 0.44222 2.33613 0.06 0.04 0.55 0.778
O -2.96029 0.52620 3.53704 -0.13 -0.09 -0.06 -0.620
C -2.18591 1.01506 1.34825 0.22 0.33 -0.33 -0.199
C -1.11297 1.69743 1.79217 -0.66 -0.30 0.27 0.087
N -0.22838 2.32432 0.96655 -0.26 0.26 0.07 -0.404
C -0.49877 2.34503 -0.37147 -0.39 -0.06 -0.65 0.087
C -1.54262 1.69935 -0.92385 -0.01 0.07 0.51 -0.191
C -1.77718 1.85285 -2.36032 0.28 0.30 -0.37 0.777
O -1.11806 2.54977 -3.09965 -0.12 -0.09 -0.05 -0.615
O -2.82428 1.11985 -2.78562 0.05 -0.01 0.46 -0.511
C -3.10704 1.19972 -4.17196 0.07 0.14 -0.40 -0.256
H -3.31423 2.23272 -4.46029 0.00 -0.11 0.00 0.193
H -2.25630 0.83930 -4.75418 -0.09 0.02 0.02 0.194
H -3.97826 0.57217 -4.34160 0.04 0.02 0.02 0.193
C -2.41369 0.75728 -0.12453 0.16 -0.06 0.04 -0.272
C -2.04511 -0.67783 -0.44541 -0.14 -0.12 -0.09 -0.040
C -0.73069 -1.10194 -0.28801 -0.21 -0.04 -0.06 -0.138
C -0.37171 -2.40845 -0.56189 -0.02 -0.23 -0.06 -0.287
C -1.34625 -3.28817 -0.99472 -0.03 0.13 0.04 0.385
C -2.66069 -2.89453 -1.16126 0.14 -0.22 -0.03 -0.285
C -3.00127 -1.58270 -0.88406 0.19 0.03 0.04 -0.170
H -4.02234 -1.25734 -1.00800 -0.13 0.06 -0.01 0.216
H -3.39462 -3.60792 -1.50205 -0.05 -0.09 -0.04 0.227
F -1.00263 -4.56898 -1.26180 -0.03 0.08 0.01 -0.330
H 0.64631 -2.74575 -0.44622 0.11 -0.06 0.01 0.221
H 0.02553 -0.40873 0.04967 0.10 0.09 0.04 0.208
H -3.46780 0.90834 -0.37614 0.14 -0.02 0.03 0.239
H 0.15234 2.94757 -0.98798 0.09 0.02 -0.05 0.235
C 1.07503 2.73703 1.44669 0.37 -0.22 -0.01 -0.214
C 2.06947 1.62946 1.18810 0.15 0.04 0.04 -0.052
C 1.95312 0.41839 1.85197 0.08 0.11 -0.01 -0.228
C 2.81351 -0.62210 1.55244 0.01 -0.08 0.00 -0.287
C 3.81098 -0.49380 0.59295 0.13 -0.02 -0.13 0.287
C 3.93621 0.73385 -0.08732 -0.07 0.00 0.02 0.255
C 3.05341 1.76460 0.22456 0.06 -0.19 0.11 -0.232
H 3.17305 2.68817 -0.32011 0.02 0.14 -0.10 0.224
O 4.84208 1.06415 -1.04521 -0.26 0.11 0.25 -0.493
C 5.75936 0.12411 -1.55912 0.38 -0.24 -0.27 -0.240
H 6.31155 0.66295 -2.32899 -0.03 -0.06 0.05 0.190
H 5.25195 -0.73177 -2.00834 0.05 0.06 0.03 0.183
H 6.45267 -0.22701 -0.79247 -0.06 0.03 -0.09 0.183
O 4.68006 -1.50705 0.27986 -0.09 0.46 -0.11 -0.521
C 4.55471 -2.73939 0.94495 0.00 -0.20 0.11 -0.251
H 3.58101 -3.20374 0.75947 0.02 0.02 0.02 0.177
H 5.33756 -3.37205 0.52898 -0.07 -0.01 0.07 0.202
H 4.71057 -2.63510 2.02341 -0.03 0.00 -0.04 0.178
H 2.69700 -1.55181 2.08486 0.04 -0.12 0.03 0.222
H 1.18955 0.27384 2.60126 -0.10 -0.04 0.11 0.218
H 1.00004 2.94615 2.51673 -0.05 0.06 -0.12 0.219
H 1.37837 3.64802 0.92568 -0.06 -0.02 0.09 0.214
H -0.95092 1.80846 2.85506 0.06 -0.03 0.06 0.232